1.
DFT (wB97M-V/def2-TZVPD) results for C14H21N3O2S as an isolated structure at a distorted geometry.

Properties
Net charge = 0
2S+1 = 1
E_HOMO = -8.1 eV
Kohn-Sham gap = 7.628 eV

Last column: Löwdin charge in e.
Positions of all 41 atoms, in Å:
C: 0.5017 -1.5006 3.3333  -0.171
C: -0.2764 -0.2131 3.3366  -0.331
C: -1.7307 -0.3206 3.7617  -0.102
H: -1.8211 -0.6992 4.6102  0.005
C: -2.5822 -1.1860 2.4604  -0.115
N: -2.2969 -0.5683 1.2022  -0.002
C: -3.1269 0.3597 0.5537  -0.893
N: -2.6941 0.5432 -0.5623  -0.023
N: -1.3949 0.3468 -0.8983  0.079
C: -0.9640 0.9030 -1.9550  -0.007
C: 0.6260 0.5843 -2.0627  -0.008
C: 1.3998 -0.2469 -1.3222  -0.180
C: 2.5164 -0.3844 -1.7983  -0.170
C: 3.2094 0.1508 -2.7029  0.007
C: 2.3824 0.7589 -3.7288  -0.070
C: 1.1399 1.2522 -3.3983  -0.007
H: 0.3717 1.8003 -4.1618  0.154
H: 2.8457 1.3465 -4.6284  0.137
H: 4.1634 -0.1619 -2.9040  0.118
O: 3.4171 -0.9933 -0.6445  -0.052
C: 4.1168 -0.4207 0.2030  -0.329
C: 5.4712 0.4989 -0.2508  0.038
H: 6.0011 -0.3089 -0.7416  0.075
H: 5.9747 0.9766 0.5519  0.070
H: 5.0412 0.8832 -0.9347  -0.085
H: 3.3635 0.3744 0.8004  0.173
H: 4.3173 -1.0238 0.8391  0.014
O: 0.8064 -0.7364 -0.0462  0.107
H: 1.5511 -1.0790 0.1645  -0.039
H: -1.4989 1.5794 -2.6565  0.127
H: -3.3074 1.1538 -1.0108  0.117
S: -4.6991 0.4341 1.0757  0.631
H: -1.4084 -0.7079 0.9005  0.043
H: -2.2089 -2.1297 2.5687  0.073
H: -3.5182 -0.9884 2.8347  0.020
H: -1.9632 0.7246 3.8307  0.093
H: -0.0452 0.0874 2.2642  0.079
H: 0.4033 0.6765 4.1029  0.185
H: 0.1947 -2.2081 2.5181  0.071
H: 1.7822 -1.4225 3.2370  0.146
H: 0.2746 -1.9086 4.2515  0.021

---

2.
DFT (wB97M-V/def2-TZVPD) results for one molecule with the formula C5H11N3O at a distorted geometry.

Properties
Net charge = 0
2S+1 = 1
E_HOMO = -7.3 eV
SMILES string = CNC(=O)/C(N)=C(\C)N
Kohn-Sham gap = 8.153 eV

Last column: Löwdin charge in e.
Positions of all 20 atoms, in Å:
C: -1.1048 2.7408 -0.2175  -0.080
N: -0.7268 1.5236 0.4450  0.012
C: -1.1576 0.3004 -0.0170  -0.477
O: -2.0719 0.1102 -0.8009  0.070
C: -0.3227 -0.8206 0.5428  -0.275
N: -0.7004 -1.3700 1.7671  0.090
C: 0.7866 -1.1926 -0.1371  -0.358
C: 1.1585 -0.6321 -1.4919  -0.036
N: 1.6852 -2.1171 0.3992  0.074
H: -2.1569 2.7129 -0.5098  0.087
H: -0.9165 3.5789 0.4567  0.083
H: -0.4835 2.8439 -1.1121  0.086
H: 0.0696 1.5288 1.0699  0.142
H: -0.4312 -2.3535 1.7835  0.083
H: -1.7107 -1.2853 1.8854  0.097
H: 1.9361 0.1306 -1.3816  0.079
H: 1.5453 -1.4277 -2.1380  0.081
H: 0.3135 -0.1858 -2.0241  0.077
H: 2.6354 -1.9763 0.0615  0.087
H: 1.6529 -2.1090 1.4189  0.078

---

3.
DFT (wB97M-V/def2-TZVPD) results for one molecule with the formula C8H12N2O7 at a distorted geometry.

Properties
Net charge = 0
2S+1 = 1
E_HOMO = -9.4 eV
SMILES string = N[C@@H](CC(=O)O)C(=O)N[C@@H](CC(=O)O)C(=O)O
Kohn-Sham gap = 9.860 eV

Last column: Löwdin charge in e.
Positions of all 29 atoms, in Å:
N: -2.5377 -1.5747 -1.1217  0.007
C: -1.3744 -1.9390 -0.2131  -0.221
C: -0.3868 -2.8582 -0.9927  -0.026
C: -0.3019 -4.1485 -0.2406  -0.492
O: -0.8627 -4.3100 0.8146  0.107
O: 0.5333 -5.0842 -0.7984  0.089
C: -0.8697 -0.4853 0.2505  -0.454
O: -0.6673 -0.3698 1.4198  0.116
N: -0.7425 0.4441 -0.7184  0.095
C: 0.0751 1.5703 -0.5170  -0.184
C: -0.4568 2.5215 0.7080  0.031
C: 0.2523 3.9917 0.7870  -0.444
O: 0.4465 4.8001 -0.0682  0.106
O: 0.8774 4.0720 2.0649  0.015
C: 1.5502 1.1719 -0.4343  -0.416
O: 2.0215 0.0777 -0.7418  0.103
O: 2.3322 2.2500 -0.1763  0.113
H: -3.0594 -2.3043 -1.6797  0.099
H: -3.1465 -0.8355 -0.7289  0.084
H: -1.6312 -2.3583 0.7292  0.106
H: -0.8930 -3.0539 -1.9443  0.128
H: 0.5557 -2.3975 -1.1185  0.111
H: 0.8652 -5.6222 -0.0506  0.131
H: -1.1926 0.2165 -1.6050  0.151
H: 0.0500 2.1532 -1.3413  0.124
H: -1.5295 2.7492 0.5939  0.124
H: -0.1459 2.2083 1.7273  0.111
H: 1.4824 4.8642 2.1513  0.137
H: 3.2311 1.8604 -0.0557  0.151

---

4.
DFT (wB97M-V/def2-TZVPD) results for C4H3Cl2N5O3PmYb as an isolated structure at a distorted geometry.

Properties
Net charge = +4
2S+1 = 6
E_HOMO (alpha / beta) = -23.5 / -23.5 eV
Kohn-Sham gap (alpha / beta) = 7.273 / 5.420 eV
Expectation value of S² = 8.77

Last column: Löwdin charge in e.
Positions of all 19 atoms, in Å:
Pm: -0.4960 0.3790 -3.4208  1.363
Yb: 0.4645 0.4927 -0.4701  0.984
Cl: -1.0073 -1.6124 -1.5847  -0.018
Cl: -0.7069 2.6159 -1.9061  -0.017
C: 1.6987 2.4852 0.3552  -0.041
C: 0.5454 -1.5132 -4.7247  -0.043
C: 0.6397 1.6337 -5.2391  -0.036
O: 2.2673 3.4001 0.7278  0.208
O: 0.8450 -2.4569 -5.3096  0.243
O: 0.9949 2.3204 -6.0822  0.258
N: 0.0085 -0.9714 4.6890  0.498
N: -0.3670 -0.8439 3.3928  -0.156
N: -1.4977 -1.3618 2.9228  0.250
C: -1.4418 -0.9518 1.6568  -0.112
N: -0.3550 -0.2408 1.3651  -0.119
N: 0.3652 -0.1588 2.5301  0.188
H: 0.8728 -0.5317 4.9593  0.203
H: -0.6448 -1.4976 5.2621  0.215
H: -2.1852 -1.1866 0.8765  0.131

---

5.
DFT (wB97M-V/def2-TZVPD) results for C5H10O2 as an isolated structure at a distorted geometry.

Properties
Net charge = 0
2S+1 = 1
E_HOMO = -8.4 eV
Kohn-Sham gap = 9.346 eV

Last column: Löwdin charge in e.
Positions of all 17 atoms, in Å:
C: -2.1229 -0.3979 0.1505  -0.083
O: -1.3278 0.5657 -0.5400  -0.203
C: 0.0330 -0.0734 -1.2765  -0.018
C: 0.9945 -0.6383 -0.3276  -0.201
C: 2.1413 0.1977 0.2063  -0.099
C: 0.9918 0.2227 1.1183  -0.351
O: 0.1424 1.2555 1.1970  -0.103
H: -2.7954 -0.8624 -0.5723  0.089
H: -2.7174 0.0825 0.9394  0.104
H: -1.4830 -1.1554 0.6130  0.091
H: -0.4367 -0.7779 -1.9654  0.120
H: 0.3449 0.8479 -1.7693  0.127
H: 1.0505 -1.7237 -0.2486  0.122
H: 3.0170 -0.3696 0.5073  0.107
H: 2.3546 1.1129 -0.3391  0.118
H: 1.0192 -0.4808 1.9609  0.137
H: -0.6938 1.0809 0.3580  0.044

---

6.
DFT (wB97M-V/def2-TZVPD) results for a 3-piece molecular cluster, C6H12Cl6 overall at a distorted geometry.

Properties
Net charge = 0
2S+1 = 1
E_HOMO = -10.6 eV
SMILES string = ClCCCl.ClCCCl.ClCCCl
Kohn-Sham gap = 11.215 eV

Last column: Löwdin charge in e.
Positions of all 24 atoms, in Å:
Cl: -1.4577 -1.2991 -4.6846  0.516
C: -1.6035 -3.0628 -4.3788  -0.639
C: -1.3347 -3.5436 -2.9119  -0.609
Cl: 0.2847 -3.0478 -2.3079  0.527
H: -0.9998 -3.5806 -5.1242  0.064
H: -2.6174 -3.3416 -4.6657  0.062
H: -1.3827 -4.6195 -2.7436  0.065
H: -2.0891 -3.1822 -2.2131  0.063
Cl: 3.2386 2.3377 1.9762  0.474
C: 1.5623 2.8278 2.5577  -0.660
C: 1.6734 3.9370 3.5695  -0.673
Cl: 2.2632 5.4148 2.7835  0.549
H: 1.1050 1.8978 2.8954  0.055
H: 0.9776 3.2561 1.7435  0.012
H: 2.1424 3.8005 4.5439  0.078
H: 0.6414 4.2173 3.7804  0.062
Cl: 0.5238 1.6609 -0.2859  0.553
C: -0.1337 -0.0522 -0.0707  -0.609
C: -0.4217 -0.4090 1.3677  -0.621
Cl: -1.1044 -2.1107 1.4610  0.508
H: 0.5074 -0.8265 -0.4921  0.031
H: -1.0846 -0.0928 -0.6020  0.064
H: -1.1471 0.2859 1.7909  0.070
H: 0.4566 -0.4677 2.0106  0.060

---

7.
DFT (wB97M-V/def2-TZVPD) results for one molecule with the formula C3H3N3S at a distorted geometry.

Properties
Net charge = 0
2S+1 = 1
E_HOMO = -9.1 eV
SMILES string = S=Cn1nccn1
Kohn-Sham gap = 8.309 eV

Last column: Löwdin charge in e.
Positions of all 10 atoms, in Å:
S: 3.1670 0.3111 0.0028  0.659
C: 1.7976 -0.5686 -0.0439  -0.661
N: 0.5167 -0.1141 -0.1167  -0.302
N: -0.4291 -1.0344 -0.0043  0.092
C: -1.5493 -0.3312 -0.0047  -0.080
C: -1.1683 1.0862 0.0494  -0.084
N: 0.1257 1.1388 -0.0634  0.107
H: 1.8165 -1.7026 0.1669  0.099
H: -2.5566 -0.7302 -0.0156  0.099
H: -1.7203 1.9450 0.0295  0.072

---

Energy above the lowest of the compared OMol25 structures with the same formula, charge and spin, record by record: 376.07 13.86 45.32 33.12 90.42 17.70 43.52 kcal per mole